Record 1
DFT (the ωB97M-V functional and the def2-TZVPD basis) results for a cluster of 2 separate species, C11H14ClN2O3S in total.

Atoms and positions in Å:
C1 -2.8068 2.6703 -0.0630
C2 -3.1885 1.1796 0.2576
C3 -3.1343 0.8476 1.7553
O1 -1.8492 0.4148 2.2881
N1 -1.0915 -0.3019 1.4348
C4 -1.3769 -1.5395 0.9743
S1 -2.8437 -2.4180 1.5136
C5 -0.5588 -2.1935 0.0896
C6 0.6328 -1.5882 -0.3528
C7 1.5219 -2.2987 -1.3526
O2 1.1408 -2.3595 -2.4979
O3 2.6801 -2.8246 -0.9189
C8 0.9329 -0.3298 0.1650
C9 0.0561 0.2735 1.0301
Cl1 0.4834 1.8247 1.6398
H1 -1.9643 2.7298 -0.7604
H2 -3.6596 3.1385 -0.5767
H3 -2.6618 3.2556 0.8531
H4 -2.6513 0.4870 -0.4050
H5 -4.2490 1.0935 -0.0280
H6 -3.4091 1.7521 2.3128
H7 -3.9020 0.1007 1.9963
H8 -3.8392 -1.9648 0.7000
H9 -0.8092 -3.1799 -0.2952
H10 3.2300 -2.8964 -1.7179
H11 1.8568 0.1723 -0.1312
C10 5.5674 0.3522 -1.4940
C11 4.5828 1.2835 -0.9599
N2 3.8067 2.0175 -0.5397
H12 5.9832 -0.2770 -0.7074
H13 5.1255 -0.3028 -2.2445
H14 6.3947 0.8811 -1.9654

- Maximum force: 0.0426 Eh/bohr
- Orbital gap: 8.998 eV
- E_HOMO: -13.77 eV
- Total charge: +1
- LUMO: -4.771 eV

=====

Record 2
DFT (the ωB97M-V functional and the def2-TZVPD basis) results for an isolated molecule of C11H14F2Si.

Atoms and positions in Å:
C1 -0.9845 3.6512 -0.8442
C2 -1.6577 2.5224 -1.1724
C3 0.3365 3.4739 -0.4028
C4 -1.0909 1.2378 -1.1131
C5 0.8985 2.2317 -0.2344
C6 0.2330 1.0869 -0.6661
C7 0.7964 -0.3159 -0.5378
C8 2.0031 -0.5256 -1.0165
C9 -1.4688 -0.8023 1.5751
C10 1.5682 -2.1465 1.6209
C11 -0.6994 -3.0459 -0.4545
F1 2.5624 -1.7497 -1.2246
F2 2.7702 0.5273 -1.4818
Si1 -0.0005 -1.6738 0.5432
H1 -1.5363 4.5815 -0.8469
H2 -2.7004 2.4412 -1.3639
H3 1.0037 4.3285 -0.2156
H4 -1.6244 0.3077 -1.2279
H5 1.9123 2.0945 0.1338
H6 -1.9150 -0.0603 0.8704
H7 -2.2643 -1.4973 1.9909
H8 -1.0147 -0.2570 2.4188
H9 2.4894 -2.3506 1.0195
H10 1.8306 -1.1772 2.0320
H11 1.3257 -2.9336 2.3365
H12 -1.7030 -2.8083 -0.6823
H13 -0.1145 -3.2854 -1.2605
H14 -0.9555 -3.8552 0.2043

- Multiplicity: 3
- Maximum force: 0.0984 Eh/bohr
- Orbital gap (alpha / beta): 5.639 / 6.539 eV
- E_HOMO (alpha / beta): -4.87 / -9.22 eV
- ⟨S²⟩: 2.06
- LUMO (alpha / beta): 0.773 / -2.682 eV

=====

Record 3
DFT (the ωB97M-V functional and the def2-TZVPD basis) results for a cluster of 2 separate species, C11H14N2O in total.

Atoms and positions in Å:
C1 2.0190 2.7290 -1.1071
C2 -0.9461 1.9951 1.1756
C3 -0.3486 1.1637 2.1050
C4 -0.1680 2.5206 0.1537
C5 1.1654 2.1848 0.0025
C6 0.9873 0.8398 2.0094
C7 1.7382 1.3419 0.9499
O1 -1.1420 0.6450 3.1041
H1 -2.0179 2.1219 1.2196
H2 -0.6130 3.2734 -0.4824
H3 1.4736 0.2792 2.8021
H4 -0.6397 0.6324 3.9401
H5 2.4157 1.9285 -1.7453
H6 2.8528 3.3475 -0.7767
H7 2.7537 0.9847 0.8130
H8 1.4322 3.2972 -1.8348
C8 -0.9634 -4.3093 -1.5335
C9 -0.9596 -0.7340 -1.4879
C10 -0.6660 -2.8482 -1.4785
C11 0.4886 -2.2931 -0.9911
N1 -1.5665 -1.8613 -1.7640
N2 0.2907 -0.9375 -1.0229
H9 -1.4031 0.2483 -1.5192
H10 0.9114 -0.1858 -0.7702
H11 1.3809 -2.7483 -0.5878
H12 -1.9651 -4.5333 -1.1559
H13 -0.2312 -4.8852 -0.9774
H14 -0.9619 -4.6872 -2.5623

- Maximum force: 0.0212 Eh/bohr
- Energy relative to the best compared isomer or geometry (same formula, charge and spin): 104.9 kJ/mol
- SMILES: Cc1ccc(O)cc1.Cc1c[nH]cn1
- Orbital gap: 8.951 eV
- E_HOMO: -8.26 eV
- LUMO: 0.689 eV

=====

Record 4
DFT (the ωB97M-V functional and the def2-TZVPD basis) results for a structure of composition C11H14N2S.

Atoms and positions in Å:
C1 -0.4746 -2.0062 3.9439
C2 0.9265 -2.1060 3.4107
C3 1.2594 0.1303 1.5241
C4 0.9525 0.5771 0.2567
C5 1.7495 1.3254 -0.4782
C6 0.0161 1.1803 -1.7063
C7 -1.0242 1.1402 -2.5872
C8 -1.0483 1.8455 -3.9422
C9 -2.1938 0.6293 -2.1871
C10 -2.3347 -0.2013 -1.0229
C11 -1.2925 -0.3299 -0.2691
H1 -0.8025 -0.8199 4.4781
H2 -0.5530 -2.8837 4.8507
H3 -1.3487 -2.2737 3.0132
H4 1.3925 -3.1005 3.6074
H5 1.5800 -1.6662 4.2112
H6 2.2251 0.7074 1.5628
H7 0.5290 0.6060 2.1324
H8 2.7461 1.7743 -0.0292
H9 -1.8446 1.1768 -4.5919
H10 -0.0569 1.5038 -4.3434
H11 -1.3251 3.0285 -3.9207
H12 -3.2375 0.7791 -2.5430
H13 -3.3234 -0.8285 -0.9111
H14 -1.2481 -0.6603 0.8327
N1 1.1717 1.6616 -1.7164
N2 -0.1968 0.4383 -0.6305
S1 1.2018 -1.5719 1.6516

- Maximum force: 0.1315 Eh/bohr
- Energy relative to the best compared isomer or geometry (same formula, charge and spin): 576.4 kJ/mol
- Orbital gap: 8.711 eV
- E_HOMO: -8.04 eV
- LUMO: 0.667 eV

=====

Record 5
DFT (the ωB97M-V functional and the def2-TZVPD basis) results for the ion C11H14N3S with charge +1.

Atoms and positions in Å:
C1 -2.2013 1.4605 1.6490
C2 -2.4880 0.2857 2.2800
C3 -1.1151 1.4800 0.7369
C4 -1.6712 -0.8144 2.2186
C5 -0.3269 0.3934 0.5598
C6 -0.6639 -0.8136 1.3286
C7 1.4141 -0.8499 -0.9643
C8 3.0507 0.4352 -0.3173
C9 1.6983 1.3992 -0.3432
C10 -0.6148 -1.0254 -1.9826
C11 -0.2246 0.4266 -1.8095
N1 2.6558 -0.7801 -0.7910
N2 0.6027 -1.7433 -1.5814
N3 0.5869 0.3623 -0.5569
S1 0.1996 -2.2898 1.2395
H1 -2.8487 2.3270 1.7855
H2 -3.4034 0.0475 2.7270
H3 -0.8373 2.4170 0.3548
H4 -1.9121 -1.7644 2.6960
H5 3.9168 0.8054 -0.9211
H6 3.4097 0.4624 0.7335
H7 1.7542 2.0512 0.5169
H8 1.7279 1.9395 -1.3028
H9 -1.4071 -1.1567 -1.2515
H10 -0.9305 -1.1926 -3.0922
H11 -1.0928 1.1433 -1.7262
H12 0.4434 0.8835 -2.6834
H13 0.6998 -2.6989 -1.5473
H14 -0.4221 -3.1909 2.0445

- Maximum force: 0.0920 Eh/bohr
- Energy relative to the best compared isomer or geometry (same formula, charge and spin): 326.1 kJ/mol
- SMILES: Sc1ccccc1[N@@+]12CCN=C1NCC2
- Orbital gap: 9.135 eV
- E_HOMO: -11.94 eV
- Total charge: +1
- LUMO: -2.807 eV

=====

Record 6
DFT (the ωB97M-V functional and the def2-TZVPD basis) results for an isolated molecule of C11H14N4.

Atoms and positions in Å:
C1 -2.3806 -0.9644 -1.2562
C2 -0.7813 -1.2028 2.4961
C3 0.1884 -2.2210 2.7179
C4 -1.0998 -0.7597 1.2611
C5 0.8325 -2.6866 1.6242
C6 -0.4715 -1.4261 0.2207
C7 0.3537 3.1993 0.5639
C8 2.0634 2.1818 -0.7960
C9 -0.5594 -1.8768 -2.3536
C10 0.5307 2.2822 -0.6759
C11 -0.9849 -1.0547 -1.1420
N1 -3.5071 -0.8964 -1.4185
N2 0.4859 -2.2992 0.3849
N3 0.1186 0.9765 -0.3591
N4 -0.4789 0.2786 -1.2510
H1 -1.4122 -0.8347 3.3002
H2 0.3359 -2.5703 3.7561
H3 -1.7696 0.0109 1.0446
H4 1.5697 -3.4228 1.5585
H5 0.8334 2.7545 1.3832
H6 0.8831 4.1073 0.4105
H7 -0.7539 3.3928 0.8572
H8 2.5158 1.7230 0.0611
H9 2.5699 3.0879 -1.0135
H10 2.4393 1.6165 -1.7716
H11 -0.2316 -1.1847 -3.1209
H12 0.1529 -2.5778 -2.0365
H13 -1.5146 -2.4030 -2.7453
H14 0.0721 2.7700 -1.7002

- Multiplicity: 3
- Maximum force: 0.0762 Eh/bohr
- Energy relative to the best compared isomer or geometry (same formula, charge and spin): 0.0 kJ/mol
- Orbital gap (alpha / beta): 8.008 / 8.075 eV
- E_HOMO (alpha / beta): -7.19 / -9.71 eV
- ⟨S²⟩: 2.01
- LUMO (alpha / beta): 0.818 / -1.630 eV

=====

Record 7
DFT (the ωB97M-V functional and the def2-TZVPD basis) results for the ion C11H14NO with charge +1.

Atoms and positions in Å:
C1 -0.7235 2.6883 0.1114
C2 -0.4924 1.9263 1.1621
C3 -1.0676 2.1801 -1.1350
C4 -0.6400 0.3956 1.1098
C5 -1.2184 0.8986 -1.3110
C6 -1.2362 -0.0020 -0.2285
C7 0.8213 -0.1567 1.2779
C8 0.7908 -1.5768 1.1798
C9 1.8214 0.1876 0.0941
C10 2.0127 -1.2140 -0.7219
C11 -1.9475 -1.1741 -0.1722
N1 1.2250 -2.0971 0.0937
O1 -2.4180 -1.8605 -1.2466
H1 -0.4703 3.7422 0.1403
H2 -0.0156 2.3106 2.0020
H3 -1.0875 2.9000 -1.9468
H4 -1.2688 0.0823 1.9989
H5 -1.2377 0.4766 -2.4131
H6 1.3096 0.1073 2.2694
H7 0.2175 -2.1825 1.8204
H8 1.2841 0.9111 -0.5237
H9 2.7998 0.4251 0.4158
H10 1.8675 -0.9702 -1.7992
H11 3.0001 -1.7156 -0.5716
H12 -2.0575 -1.8766 0.6668
H13 1.0621 -3.0583 -0.2000
H14 -2.3308 -1.3473 -2.0730

- Maximum force: 0.0952 Eh/bohr
- Energy relative to the best compared isomer or geometry (same formula, charge and spin): 86.9 kJ/mol
- SMILES: O/C=C1\C=CC=C[C@@H]1[C@H]1C=[NH+]CC1
- Orbital gap: 6.910 eV
- E_HOMO: -11.26 eV
- Total charge: +1
- LUMO: -4.354 eV

=====

Record 8
DFT (the ωB97M-V functional and the def2-TZVPD basis) results for a cluster of 2 separate species, C11H14O2 in total.

Atoms and positions in Å:
C1 3.6962 1.0057 0.2283
C2 3.4931 -0.4206 0.2989
C3 2.6684 1.8397 0.0715
C4 2.2625 -0.9482 0.2153
C5 1.2506 1.3770 -0.0437
C6 1.0801 -0.1277 0.0541
C7 -0.1092 -0.6833 -0.0052
C8 -1.2675 -1.2716 -0.0467
C9 -1.8729 -1.7591 -1.3371
C10 -2.0595 -1.5615 1.2032
C11 -2.6454 1.4861 0.0480
O1 -2.0679 1.8494 -1.0817
O2 -2.2543 1.7495 1.1443
H1 4.7069 1.3789 0.3041
H2 4.3596 -1.0536 0.4214
H3 2.8180 2.9095 0.0144
H4 2.1065 -2.0162 0.2690
H5 0.6558 1.8577 0.7431
H6 -1.3376 -1.3639 -2.1958
H7 -2.9168 -1.4586 -1.4034
H8 -1.8345 -2.8474 -1.3735
H9 -3.1253 -1.5068 0.9987
H10 -1.8152 -0.8527 1.9884
H11 -1.8362 -2.5654 1.5620
H12 -3.5655 0.9248 -0.1707
H13 -1.2435 2.3334 -0.8992
H14 0.8534 1.7248 -1.0076

- Maximum force: 0.0196 Eh/bohr
- Energy relative to the best compared isomer or geometry (same formula, charge and spin): 230.6 kJ/mol
- SMILES: CC(C)=C=C1C=CC=CC1.O=CO
- Orbital gap: 8.295 eV
- E_HOMO: -7.64 eV
- LUMO: 0.651 eV